(1)
90
Properties=species:S:1:pos:R:3:forces:R:3:lowdin_spin:R:1 method="wB97M-V/def2-TZVPD" lumo_energy_ev="-1.41 / -1.02" energy_ev=-87963.928 fmax_ev_per_a=3.22 relative_energy_ev=4.897 multiplicity=7 homo_lumo_gap_ev="2.273 / 2.675"
O 1.731 -4.484 -1.293 -1.0 -2.8 -1.3 -0.016
C 0.580 -5.356 -1.752 -2.0 0.2 0.3 0.000
C 1.376 -6.587 -2.174 -1.1 0.3 0.4 0.000
H 0.068 -4.854 -2.604 0.2 -0.2 0.9 0.000
H -0.113 -5.678 -0.931 0.6 1.0 -0.8 0.000
C 2.524 -5.684 -1.792 2.5 -0.9 -0.2 0.000
H 1.196 -6.859 -3.237 0.6 0.2 0.8 0.000
H 1.204 -7.463 -1.513 0.2 0.6 -0.5 0.000
C 3.427 -5.473 -3.010 0.3 0.2 -0.3 0.000
H 2.903 -5.543 -3.991 0.1 0.5 0.8 0.000
H 4.164 -6.303 -3.058 -0.4 0.5 0.3 0.000
H 3.986 -4.538 -2.901 -0.1 -0.1 -0.3 0.000
C 3.334 -6.143 -0.602 0.5 -0.1 0.5 -0.001
H 2.728 -6.536 0.229 -0.1 0.4 -0.3 0.000
H 3.896 -5.267 -0.267 0.1 0.0 0.2 -0.001
H 4.080 -6.922 -0.814 -0.3 0.2 -0.3 0.000
Tb 2.023 -2.268 0.433 -1.5 1.5 2.1 6.207
C 1.750 0.009 1.981 0.0 0.0 0.8 -0.015
C 0.391 -0.374 1.850 0.1 -0.4 0.0 -0.016
C 0.209 -1.541 2.660 0.7 -0.1 0.5 -0.017
H -0.394 0.222 1.319 0.9 -0.6 0.4 0.000
C 1.463 -1.845 3.297 -0.7 -0.7 -0.5 -0.018
C 2.442 -0.926 2.828 -0.7 0.4 -0.2 -0.018
H 3.408 -0.790 3.318 -0.2 0.0 -0.5 0.000
H 2.108 0.976 1.625 -0.1 -0.7 0.5 0.000
H -0.760 -1.995 2.915 0.7 0.2 -0.3 0.000
H 1.640 -2.588 4.095 -0.2 0.4 -0.7 0.001
C 2.489 0.125 -0.503 0.6 0.2 -1.4 -0.025
C 3.708 -0.612 -0.522 -0.4 0.2 -0.5 -0.019
C 3.562 -1.655 -1.471 -0.2 -0.7 -0.7 -0.015
H 4.623 -0.388 0.025 -0.3 0.0 -0.2 0.000
C 2.208 -1.641 -1.974 1.1 0.8 -0.4 -0.017
C 1.572 -0.511 -1.378 0.4 0.1 -0.3 -0.021
H 0.580 -0.129 -1.618 0.2 -0.2 0.3 0.000
H 2.355 1.122 -0.095 -0.2 -0.5 -0.1 0.000
H 4.399 -2.276 -1.832 -0.7 0.1 0.3 0.000
H 1.808 -2.245 -2.796 0.2 0.2 0.6 0.000
O -1.636 -2.421 0.252 0.8 -1.1 -0.1 -0.002
C -1.231 -3.750 0.789 -0.8 0.2 -1.5 -0.003
C -2.506 -4.391 1.315 -0.3 0.9 -0.6 0.000
H -0.430 -3.765 1.557 -0.5 0.9 -0.5 -0.001
H -0.906 -4.408 -0.034 0.1 0.8 0.1 0.000
C -3.647 -3.496 0.639 0.4 0.8 1.1 0.000
H -2.415 -4.341 2.405 -0.9 -0.1 -0.2 0.000
H -2.532 -5.428 0.970 -0.3 0.1 0.3 0.000
C -2.913 -2.606 -0.464 0.5 -1.2 1.3 0.000
H -3.893 -2.706 1.383 -0.2 -0.7 -0.2 0.000
H -4.567 -4.088 0.457 0.6 0.5 -0.5 0.000
H -3.352 -1.592 -0.701 0.5 -1.2 0.6 0.000
H -2.741 -3.154 -1.406 0.0 0.2 0.2 0.000
C -0.075 3.931 3.656 -0.1 0.1 0.2 0.000
Si 0.292 4.600 1.935 -1.0 -1.1 -1.3 0.000
C -0.211 6.397 1.790 0.2 0.7 0.6 0.000
C 2.155 4.425 1.754 0.4 0.3 0.1 0.000
Si -0.853 3.391 0.232 1.0 -1.2 0.1 -0.001
Si -3.094 2.799 0.705 1.8 0.4 -0.5 0.000
C -3.958 4.451 0.812 -1.1 0.0 0.3 0.000
C -3.764 1.687 -0.661 -0.4 0.0 -0.2 0.000
C -3.381 1.755 2.248 -0.1 0.1 0.3 0.000
Si -0.482 4.220 -1.969 -0.2 -0.6 2.0 0.000
C -1.407 5.847 -2.081 -0.1 0.4 -0.9 0.000
C 1.343 4.426 -2.403 0.1 0.2 -0.1 0.000
C -1.070 2.953 -3.221 -0.3 -0.1 -0.6 0.000
H 0.431 4.547 4.411 0.0 -0.1 0.0 0.000
H 0.290 2.902 3.763 -0.1 0.1 -0.1 0.000
H -1.146 3.945 3.879 0.1 0.0 0.0 0.000
H 0.001 6.922 2.734 0.0 0.2 -0.2 0.000
H 0.350 6.900 0.990 -0.1 -0.1 0.1 0.000
H -1.283 6.503 1.575 0.3 -0.1 0.0 0.000
H 2.484 3.379 1.728 -0.2 0.1 0.0 0.000
H 2.521 4.921 0.850 0.0 -0.1 0.0 0.000
H 2.643 4.898 2.617 0.1 0.0 -0.1 0.000
H -4.037 4.923 -0.178 0.1 -0.1 0.3 0.000
H -4.974 4.304 1.206 -0.1 0.3 -0.1 0.000
H -3.432 5.143 1.487 -0.1 -0.3 -0.2 0.000
H -3.201 0.745 -0.685 0.0 0.2 0.0 0.000
H -4.816 1.437 -0.479 0.0 0.0 -0.1 0.000
H -3.693 2.159 -1.644 0.0 -0.1 0.0 0.000
H -2.993 0.736 2.111 0.0 0.2 0.0 0.000
H -2.915 2.187 3.141 0.0 -0.1 -0.1 0.000
H -4.462 1.678 2.432 0.1 0.0 0.0 0.000
H -0.809 6.661 -1.649 -0.1 -0.2 0.0 0.000
H -1.591 6.088 -3.138 0.0 0.3 0.1 0.000
H -2.377 5.826 -1.567 0.4 -0.1 -0.1 0.000
H 1.859 3.459 -2.363 -0.1 0.1 0.1 0.000
H 1.444 4.809 -3.428 0.0 0.0 0.1 0.000
H 1.851 5.120 -1.726 0.0 -0.1 -0.1 0.000
H -0.925 1.925 -2.860 -0.1 0.3 0.0 0.000
H -2.131 3.091 -3.471 0.2 -0.1 0.0 0.000
H -0.483 3.070 -4.146 -0.2 -0.1 0.1 0.000

(2)
54
Properties=species:S:1:pos:R:3:forces:R:3:lowdin_charge:R:1 method="wB97M-V/def2-TZVPD" lumo_energy_ev=-0.33 energy_ev=-54356.046 fmax_ev_per_a=9.60 relative_energy_ev=4.138 homo_lumo_gap_ev=6.883
O -0.954 -0.195 -0.518 -0.4 0.8 0.3 0.082
C -1.493 0.864 -0.231 0.1 -0.2 -0.4 -0.495
N -1.871 1.174 1.054 0.1 0.0 0.1 0.066
C -1.444 0.322 2.147 -0.1 0.0 -0.1 -0.119
C 0.044 0.513 2.474 0.6 -1.5 -1.1 -0.206
C 0.421 1.545 3.513 -0.2 0.0 -0.1 -0.121
C 1.716 1.033 4.136 0.9 0.6 0.5 -0.144
C 1.853 -0.455 3.852 -0.5 0.2 0.6 -0.095
N 0.626 -0.816 3.037 2.8 0.0 4.4 -0.027
N -1.808 1.893 -1.123 0.1 -0.5 0.6 0.133
C -1.445 1.955 -2.470 0.2 0.2 -0.7 -0.180
C -1.604 3.176 -3.151 0.2 -0.5 0.2 0.056
C -1.205 3.278 -4.476 0.0 -0.1 -0.1 -0.107
C -1.319 4.592 -5.207 0.0 0.5 -0.5 -0.511
F -1.892 4.426 -6.442 0.5 0.3 1.1 0.121
F -2.073 5.505 -4.529 0.6 -0.7 -0.6 0.115
F -0.085 5.157 -5.414 -1.1 -0.4 0.1 0.122
C -0.677 2.185 -5.160 -0.1 0.0 0.2 0.052
C -0.546 0.972 -4.485 -0.1 0.5 0.0 -0.088
C 0.013 -0.205 -5.241 0.5 -0.8 -0.3 -0.510
F 0.080 -1.336 -4.484 -0.1 1.0 -0.7 0.128
F -0.753 -0.499 -6.340 0.7 0.2 0.9 0.121
F 1.280 0.054 -5.696 -1.1 -0.2 0.3 0.124
C -0.913 0.849 -3.150 0.0 0.0 0.1 0.079
H -2.189 2.115 1.236 0.1 -0.3 0.2 0.138
H -2.066 0.570 3.015 0.2 -0.1 -0.1 0.135
H -1.642 -0.729 1.886 0.1 0.4 0.0 0.126
H 0.622 0.659 1.560 -0.1 0.1 -0.2 0.149
H 0.537 2.517 3.032 0.2 -0.1 -0.1 0.128
H -0.367 1.703 4.262 0.1 -0.4 -0.1 0.122
H 2.601 1.541 3.763 -0.1 0.2 -0.2 0.119
H 1.682 1.248 5.201 0.1 -0.2 0.1 0.113
H 2.713 -0.776 3.224 -0.5 0.7 0.7 0.127
H 1.797 -1.028 4.789 0.2 -0.1 -0.5 0.140
H -0.149 -1.198 3.637 0.7 -0.2 -0.2 0.129
H -2.214 2.719 -0.701 0.1 -0.1 -0.4 0.142
H -2.022 4.034 -2.634 0.1 -0.1 -0.1 0.125
H -0.379 2.275 -6.201 0.0 0.0 0.2 0.143
H -0.771 -0.089 -2.623 -0.1 0.2 -0.2 0.115
O 2.677 -0.806 0.775 -0.2 -1.0 -0.3 -0.047
N 2.702 -2.025 0.398 0.9 -0.6 0.4 -0.374
C 2.030 -2.939 1.232 2.0 2.1 0.1 -0.095
C 1.163 -2.119 2.280 -6.1 1.0 -7.3 -0.071
N 0.217 -3.143 2.621 -1.7 -1.4 1.8 -0.017
N -0.798 -2.858 3.472 -0.6 -0.4 0.4 -0.019
N -1.470 -3.939 3.714 1.1 0.1 -0.9 -0.024
N -0.938 -4.974 3.029 0.2 0.9 -0.1 0.062
C 0.102 -4.489 2.329 -1.0 0.7 1.6 -0.302
C 0.961 -5.157 1.453 0.9 0.6 -0.7 -0.039
C 1.891 -4.322 0.891 0.1 -0.1 0.7 -0.012
O 3.334 -2.402 -0.617 -1.1 0.5 1.1 0.001
H 0.597 -1.420 1.456 1.0 -2.7 -0.6 0.157
H 0.839 -6.214 1.254 0.1 0.3 0.0 0.111
H 2.589 -4.740 0.170 0.0 0.5 0.0 0.122

(3)
12
Properties=species:S:1:pos:R:3:forces:R:3:lowdin_charge:R:1 method="wB97M-V/def2-TZVPD" lumo_energy_ev=0.52 energy_ev=-25347.734 fmax_ev_per_a=1.18 relative_energy_ev=0.314 homo_lumo_gap_ev=8.621
N 0.478 -1.589 -1.118 0.2 -0.9 -0.7 -0.018
C -0.072 -0.651 -0.147 1.0 -0.2 -0.5 -0.378
C 0.655 0.685 -0.288 -0.6 0.4 0.5 -0.567
S 0.453 1.758 1.184 0.1 -0.1 -0.2 0.415
S -1.641 1.763 1.281 0.0 0.1 -0.1 0.315
H -0.201 -2.044 -1.713 -0.3 0.5 0.0 0.061
H 0.951 -2.389 -0.716 0.2 0.4 0.4 0.065
H -1.118 -0.525 -0.348 -0.6 0.1 0.3 0.078
H 0.103 -1.016 0.856 -0.3 0.0 0.4 0.099
H 1.725 0.532 -0.364 0.2 0.0 0.0 0.066
H 0.319 1.244 -1.159 0.0 -0.1 -0.1 0.068
H -1.651 2.232 2.532 0.0 0.0 0.1 -0.204

(4)
49
Properties=species:S:1:pos:R:3:forces:R:3:lowdin_charge:R:1 method="wB97M-V/def2-TZVPD" lumo_energy_ev=-3.03 energy_ev=-197734.446 fmax_ev_per_a=3.58 relative_energy_ev=0.557 charge=+1 homo_lumo_gap_ev=7.159
Ca 0.896 0.217 1.247 0.0 0.1 -0.5 1.193
Br 7.396 -1.588 -2.925 -0.9 0.5 0.6 0.680
C 5.999 -0.893 -1.748 -0.8 -0.8 -0.6 -0.629
C 6.357 -0.384 -0.506 -1.2 0.2 -0.4 -0.098
C 5.322 -0.018 0.390 0.8 -0.1 0.7 -0.010
C 3.987 -0.179 0.060 -2.1 -0.5 -0.3 -0.351
O 2.906 -0.120 0.847 2.5 0.2 0.3 -0.386
C 3.670 -0.499 -1.283 -0.8 -0.2 -0.2 -0.155
C 2.306 -0.436 -1.794 -0.8 -0.7 -0.4 -0.041
N 1.171 -0.209 -1.194 0.8 0.0 -0.9 -0.003
C -0.014 -0.355 -2.001 0.6 0.8 1.6 -0.210
C -0.211 0.238 -3.213 0.0 -1.5 0.4 -0.014
C -1.401 0.023 -3.870 -1.7 -0.3 -0.3 -0.065
C -2.427 -0.700 -3.330 0.0 0.0 0.8 -0.020
C -2.318 -1.207 -2.006 -0.2 -0.9 0.2 -0.125
C -3.327 -2.005 -1.330 -0.1 0.0 -0.1 0.024
C -3.144 -2.315 -0.001 0.7 0.3 0.2 -0.042
C -1.941 -1.907 0.625 1.3 1.1 -1.6 -0.126
N -0.928 -1.267 0.024 -1.2 -0.6 -0.3 0.030
C -1.094 -0.978 -1.316 -0.5 0.3 0.3 -0.173
C 4.630 -1.000 -2.136 2.4 0.8 -0.6 -0.059
H 7.417 -0.281 -0.334 0.0 0.1 0.6 0.100
H 5.521 0.302 1.418 0.3 -0.1 -0.4 0.113
H 2.259 -0.715 -2.868 0.0 0.1 0.4 0.136
H 0.574 0.634 -3.768 1.4 1.1 -0.5 0.104
H -1.611 0.436 -4.830 0.3 0.3 -0.6 0.111
H -3.338 -0.794 -3.893 -0.3 -0.3 0.0 0.115
H -4.226 -2.416 -1.854 0.9 0.8 0.3 0.138
H -3.832 -2.828 0.665 -0.2 -0.1 -0.6 0.112
H -1.670 -2.106 1.624 -0.5 -0.5 1.3 0.086
H 4.412 -1.324 -3.161 -0.1 0.1 0.5 0.116
Br -1.235 0.659 3.422 -0.6 0.3 -0.2 0.732
C -2.935 1.034 2.549 0.0 -1.9 3.0 -0.671
C -4.030 0.310 3.131 0.4 0.0 -1.2 -0.114
C -5.237 0.391 2.470 -0.9 0.8 -0.6 -0.057
C -5.404 1.311 1.383 2.7 -1.0 1.5 -0.042
C -4.309 2.009 0.888 -0.3 -1.2 1.8 -0.119
C -3.037 1.888 1.528 -1.2 0.7 -2.3 -0.746
I -1.430 2.854 0.619 0.1 -0.1 0.1 0.997
H -3.894 -0.395 3.959 0.1 0.5 -0.4 0.109
H -6.122 -0.228 2.720 0.8 0.5 0.2 0.124
H -6.335 1.399 0.936 -1.5 0.2 -0.9 0.088
H -4.483 2.564 0.018 0.3 1.1 -1.0 0.083
N 2.694 2.040 2.446 1.5 -1.9 -1.5 -0.087
N 1.921 1.376 3.465 -0.4 0.4 -0.6 -0.138
H 3.475 1.406 2.098 -1.6 0.9 0.5 0.078
H 3.105 2.873 2.784 0.5 1.0 0.6 0.065
H 1.475 2.208 3.812 -1.0 -0.3 0.8 0.064
H 2.438 0.973 4.234 0.6 0.1 0.1 0.086

(5)
70
Properties=species:S:1:pos:R:3:forces:R:3:lowdin_spin:R:1 method="wB97M-V/def2-TZVPD" lumo_energy_ev="-3.38 / -3.73" energy_ev=-133682.976 fmax_ev_per_a=0.65 relative_energy_ev=0.000 multiplicity=3 charge=+1 homo_lumo_gap_ev="6.874 / 6.782"
Mo 1.333 0.948 0.213 0.1 -0.6 -0.1 1.619
C 3.026 2.700 -1.191 0.0 0.0 0.0 0.125
C 3.580 1.421 -1.106 -0.1 0.0 0.1 -0.009
C 2.662 0.498 -1.675 0.0 0.0 0.1 0.011
C 1.513 1.219 -2.071 -0.1 0.0 0.0 0.005
C 1.710 2.567 -1.688 0.0 0.1 0.0 -0.006
H 3.507 3.615 -0.894 0.0 0.0 0.0 0.007
H 4.538 1.164 -0.682 0.0 0.0 0.0 -0.001
H 2.845 -0.554 -1.823 0.0 0.0 0.0 0.002
H 0.637 0.818 -2.557 0.0 0.0 -0.1 0.002
H 0.977 3.353 -1.789 0.0 0.0 -0.1 -0.001
Cl 1.912 -5.222 4.182 0.0 0.0 0.0 0.003
C 2.114 -3.742 3.308 0.0 0.0 0.0 0.011
C 3.262 -3.548 2.531 0.0 0.0 0.0 -0.001
C 3.440 -2.379 1.829 0.0 0.0 0.0 0.009
C 2.466 -1.366 1.851 0.0 -0.1 0.1 0.001
O 2.664 -0.272 1.147 -0.2 0.2 -0.2 0.060
C 1.326 -1.563 2.658 0.0 0.0 0.0 0.012
C 0.422 -0.477 2.894 0.0 0.0 0.0 0.010
N 0.362 0.584 2.170 0.1 0.0 0.0 0.011
C -0.357 1.710 2.631 -0.1 0.0 0.1 -0.001
C -1.541 1.690 3.311 0.0 -0.1 0.0 0.008
C -2.083 2.891 3.814 0.0 0.1 0.0 -0.002
C -1.417 4.073 3.660 0.0 0.0 0.0 0.006
C -0.196 4.115 2.945 0.0 0.0 0.0 -0.001
C 0.577 5.286 2.792 0.0 0.0 0.0 0.009
C 1.760 5.217 2.117 0.0 0.0 0.0 0.000
C 2.131 4.005 1.510 0.0 0.0 0.0 0.016
N 1.424 2.898 1.584 0.1 0.2 0.1 0.024
C 0.301 2.932 2.371 0.0 0.1 0.0 0.001
C 1.172 -2.752 3.393 0.0 0.0 0.0 -0.001
H 4.013 -4.326 2.495 0.0 0.0 0.0 0.000
H 4.332 -2.219 1.238 0.0 0.0 0.0 0.000
H -0.189 -0.528 3.795 0.0 0.0 0.0 0.000
H -2.067 0.756 3.467 0.0 0.0 0.0 0.000
H -3.023 2.862 4.347 0.0 0.0 0.0 0.000
H -1.809 4.990 4.082 0.0 0.0 0.0 0.000
H 0.234 6.214 3.233 0.0 0.0 0.0 0.000
H 2.405 6.077 2.008 0.0 0.0 0.0 0.000
H 3.042 3.957 0.938 0.0 0.0 0.0 0.001
H 0.304 -2.883 4.028 0.0 0.0 0.0 0.000
Br 0.105 -1.482 -6.661 0.0 0.0 0.0 0.000
C -1.255 -1.905 -5.418 0.0 0.0 0.0 0.000
C -1.438 -3.221 -5.024 0.0 0.0 0.0 0.000
C -2.429 -3.518 -4.103 0.0 0.0 0.0 0.000
C -3.190 -2.500 -3.544 0.1 0.0 0.0 0.000
C -3.036 -1.190 -3.983 0.0 0.0 0.0 0.000
C -2.066 -0.893 -4.927 0.0 0.0 0.0 0.000
N -4.176 -2.895 -2.577 -0.1 0.0 0.1 0.001
N -4.238 -2.364 -1.461 -0.1 0.0 0.0 0.001
C -3.273 -1.372 -1.069 0.0 0.1 0.0 0.006
C -3.709 -0.109 -0.767 0.0 -0.1 0.0 -0.004
C -2.813 0.917 -0.422 0.0 0.0 0.0 0.008
C -1.464 0.662 -0.353 -0.1 0.1 0.0 0.000
O -0.551 1.589 -0.068 0.2 -0.1 0.0 0.033
C -1.017 -0.663 -0.577 0.0 -0.1 0.0 0.001
N 0.329 -0.870 -0.438 0.1 0.2 0.1 -0.008
C 0.817 -2.078 -0.629 0.0 0.0 0.0 0.017
C -0.001 -3.172 -0.946 0.0 0.0 0.0 -0.002
C -1.348 -2.989 -1.089 0.0 0.0 0.0 0.015
C -1.902 -1.699 -0.924 0.1 0.1 0.0 -0.002
H -0.824 -4.005 -5.444 0.0 0.0 0.0 0.000
H -2.615 -4.542 -3.802 0.0 0.0 0.0 0.000
H -3.669 -0.402 -3.601 0.0 0.0 0.0 0.000
H -1.942 0.121 -5.282 0.0 0.0 0.0 0.000
H -4.769 0.104 -0.835 0.0 0.0 0.0 0.000
H -3.172 1.918 -0.225 0.0 0.0 0.0 0.001
H 1.885 -2.199 -0.513 0.0 0.0 0.0 0.000
H 0.451 -4.146 -1.068 0.0 0.0 0.0 0.000
H -1.995 -3.825 -1.317 0.0 0.0 0.0 0.001